(1)
Below is C27H34HgN3O4SSi as an isolated structure, with properties calculated with the ωB97M-V functional and the def2-TZVPD basis.

XYZ file:
```
71
C27H34HgN3O4SSi, DFT the ωB97M-V functional and the def2-TZVPD basis
Hg -0.011 -1.476 0.477
C 4.784 0.747 -3.331
C 3.449 0.064 -3.182
C 2.361 0.748 -2.656
C 1.128 0.127 -2.510
C 0.965 -1.201 -2.873
C 2.049 -1.896 -3.401
C 3.274 -1.266 -3.555
S -0.623 -2.048 -2.754
O -1.169 -1.889 -4.099
O -0.236 -3.399 -2.378
N -1.502 -1.435 -1.633
C -2.202 -0.180 -1.895
C -1.764 1.051 -1.085
O -2.166 2.152 -1.494
O -1.042 0.859 -0.059
H 4.672 1.740 -3.772
H 5.455 0.167 -3.967
H 5.275 0.878 -2.362
H 2.471 1.772 -2.317
H 0.307 0.688 -2.089
H 1.917 -2.935 -3.670
H 4.116 -1.822 -3.959
H -3.256 -0.326 -1.621
H -2.192 0.099 -2.951
C 2.952 3.830 4.304
C 3.026 2.423 3.706
N 2.774 2.362 2.288
C 3.857 2.638 1.370
C 3.890 4.072 0.842
C 1.513 2.106 1.744
C 0.421 1.711 2.713
N 1.358 2.209 0.489
H 3.105 3.799 5.387
H 1.976 4.274 4.104
H 3.712 4.482 3.871
H 2.319 1.781 4.225
H 4.023 2.007 3.893
H 3.740 1.964 0.519
H 4.795 2.395 1.881
H 2.902 4.329 0.463
H 4.603 4.159 0.017
H 4.174 4.789 1.616
H 0.203 2.526 3.409
H 0.691 0.819 3.283
H -0.480 1.488 2.143
H 0.407 1.929 0.233
C 0.313 -4.741 5.533
C 0.814 -3.487 5.207
C 0.184 -2.715 4.241
C -0.974 -3.153 3.585
C -1.445 -4.425 3.920
C -0.815 -5.213 4.876
Si -1.760 -2.106 2.202
C -2.346 -0.500 3.037
C -2.072 -0.136 4.356
C -2.525 1.067 4.888
C -3.268 1.939 4.105
C -3.550 1.599 2.787
C -3.092 0.399 2.265
H 0.807 -5.351 6.281
H 1.704 -3.112 5.701
H 0.609 -1.753 3.972
H -2.331 -4.805 3.422
H -1.210 -6.194 5.114
H -3.039 -2.843 1.938
H -1.496 -0.801 4.990
H -2.297 1.320 5.919
H -3.617 2.881 4.514
H -4.110 2.277 2.154
H -3.286 0.173 1.225
```

- Kohn-Sham gap (spin up / spin down): 4.58 / 6.55 eV
- Multiplicity: 2
- <S²>: 0.757
- Net charge: -2
- HOMO level (spin up / spin down): -0.14 / -2.13 eV
- ΔE to the lowest compared entry with this formula, charge and spin: 31.3 kJ/mol

(2)
Below is a 2-piece molecular cluster, C5H5ClNO4 overall in a non-equilibrium geometry, with properties calculated with the ωB97M-V functional and the def2-TZVPD basis.

XYZ file:
```
16
C5H5ClNO4, DFT the ωB97M-V functional and the def2-TZVPD basis
C 0.395 -2.162 1.031
C -0.334 2.057 -0.820
C 0.683 -0.291 -0.574
C 0.685 -0.724 1.168
C -0.385 0.651 -1.188
N 0.248 -2.604 -0.193
O -0.824 2.388 0.503
O -0.011 3.006 -1.509
O 0.511 -1.568 -1.150
O 1.292 -0.109 1.967
Cl -1.714 -0.383 1.627
H 0.254 -2.782 1.825
H 1.708 0.107 -0.812
H -1.282 0.410 -0.745
H -0.384 0.403 -2.224
H -0.842 1.599 1.093
```

- Kohn-Sham gap: 9.17 eV
- Net charge: -1
- HOMO level: -5.50 eV
- ΔE to the lowest compared entry with this formula, charge and spin: 0.0 kJ/mol

(3)
Below is a 2-piece molecular cluster, C5H6O overall in a non-equilibrium geometry, with properties calculated with the ωB97M-V functional and the def2-TZVPD basis.

XYZ file:
```
12
C5H6O, DFT the ωB97M-V functional and the def2-TZVPD basis
O -1.500 -2.532 -0.088
C -0.915 -2.065 -0.945
C 1.441 -0.564 0.313
C 0.420 0.032 0.927
C -0.473 1.535 -0.805
C -0.674 0.754 0.254
H 2.247 -1.025 0.877
H 1.499 -0.625 -0.772
H 0.376 0.039 2.016
H 0.518 1.634 -1.240
H -1.270 2.129 -1.235
H -1.669 0.687 0.698
```

- Kohn-Sham gap: 10.28 eV
- Net charge: 0
- HOMO level: -9.26 eV
- ΔE to the lowest compared entry with this formula, charge and spin: 129.8 kJ/mol

(4)
Below is C41H41FeN8O10P2S2 as an isolated structure, with properties calculated with the ωB97M-V functional and the def2-TZVPD basis.

XYZ file:
```
105
C41H41FeN8O10P2S2, DFT the ωB97M-V functional and the def2-TZVPD basis
Fe 1.274 1.897 -1.006
C 4.904 -4.998 2.401
C 4.137 -4.088 1.481
C 4.129 -2.710 1.675
C 3.402 -1.876 0.839
C 2.675 -2.412 -0.207
C 2.685 -3.783 -0.430
C 3.407 -4.609 0.415
S 1.665 -1.409 -1.280
O 0.374 -1.253 -0.656
O 1.707 -2.081 -2.551
N 2.349 0.060 -1.279
C 3.671 0.183 -1.690
C 4.487 -0.783 -2.241
C 5.841 -0.509 -2.527
C 6.404 0.708 -2.282
C 5.598 1.735 -1.739
C 6.080 3.028 -1.447
C 5.240 3.962 -0.908
C 3.899 3.618 -0.687
N 3.409 2.431 -0.970
C 4.241 1.474 -1.465
H 5.645 -4.445 2.977
H 5.421 -5.779 1.842
H 4.232 -5.490 3.107
H 4.711 -2.281 2.484
H 3.425 -0.811 0.980
H 2.137 -4.190 -1.271
H 3.413 -5.679 0.236
H 4.094 -1.760 -2.479
H 6.441 -1.301 -2.958
H 7.446 0.906 -2.502
H 7.119 3.261 -1.649
H 5.579 4.957 -0.657
H 3.210 4.318 -0.228
C -7.349 -3.052 8.569
O -7.674 -2.537 7.290
C -6.653 -2.107 6.513
C -5.316 -2.146 6.886
C -4.349 -1.678 6.005
C -4.691 -1.167 4.761
C -6.042 -1.137 4.401
C -7.010 -1.600 5.262
C -3.692 -0.666 3.812
N -3.932 -0.356 2.559
C -2.729 0.058 2.050
C -1.746 -0.003 3.005
N -2.376 -0.468 4.135
C -0.394 0.389 2.771
C 0.639 0.428 3.713
C 1.881 0.878 3.333
C 2.087 1.254 2.008
N 1.131 1.195 1.102
C -0.097 0.803 1.463
C -1.128 0.882 0.446
N -0.758 1.363 -0.756
C -1.675 1.544 -1.693
C -3.016 1.226 -1.486
C -3.406 0.710 -0.275
C -2.448 0.532 0.726
H -8.291 -3.333 9.029
H -6.857 -2.297 9.187
H -6.708 -3.933 8.491
H -5.012 -2.541 7.845
H -3.311 -1.740 6.313
H -6.313 -0.742 3.430
H -8.058 -1.580 4.993
H -1.968 -0.598 5.042
H 0.461 0.126 4.739
H 2.695 0.943 4.042
H 3.051 1.619 1.670
H -1.325 1.947 -2.634
H -3.726 1.405 -2.281
H -4.439 0.457 -0.070
O 0.150 5.822 0.883
P -0.177 4.312 0.469
O -1.099 3.687 1.420
O 1.162 3.616 0.178
O -0.844 4.489 -1.006
P 0.040 4.492 -2.365
O 1.181 5.594 -2.061
O -0.777 4.850 -3.518
O 0.766 3.136 -2.370
H 0.432 6.360 0.127
H 1.828 5.201 -1.453
C -1.174 -2.600 -4.210
C -1.566 -1.290 -3.548
N -1.650 -0.188 -4.503
C -0.607 0.599 -4.842
S 0.865 0.564 -4.044
N -0.815 1.471 -5.857
C -1.832 1.347 -6.888
C -1.573 0.203 -7.862
H -1.183 -3.409 -3.477
H -0.163 -2.522 -4.612
H -1.864 -2.862 -5.017
H -0.827 -1.020 -2.798
H -2.530 -1.366 -3.043
H -2.465 -0.160 -5.093
H 0.007 2.011 -6.069
H -1.864 2.301 -7.412
H -2.818 1.250 -6.424
H -0.602 0.326 -8.343
H -2.341 0.176 -8.638
H -1.571 -0.760 -7.348
```

- Kohn-Sham gap (spin up / spin down): 7.31 / 6.35 eV
- Multiplicity: 6
- <S²>: 8.757
- Net charge: 0
- HOMO level (spin up / spin down): -7.55 / -7.52 eV
- ΔE to the lowest compared entry with this formula, charge and spin: 94.3 kJ/mol

(5)
Below is C7H14OPPb as an isolated structure in a non-equilibrium geometry, with properties calculated with the ωB97M-V functional and the def2-TZVPD basis.

XYZ file:
```
24
C7H14OPPb, DFT the ωB97M-V functional and the def2-TZVPD basis
C 0.640 -0.062 -1.909
C -0.181 0.091 -3.185
C -1.039 -1.056 -3.262
C -0.415 -2.140 -2.509
C 0.576 -1.608 -1.583
Pb -1.290 -0.298 -0.741
P -0.226 3.172 0.206
H 1.349 0.781 -1.536
H -0.165 0.900 -3.951
H -1.663 -1.226 -4.223
H 1.164 -2.311 -0.817
H -0.709 -3.199 -2.713
H -1.116 3.811 1.137
H 0.131 4.341 -0.558
H 0.952 3.082 1.074
C 0.306 -1.140 3.390
C 0.116 0.179 2.665
O -0.265 0.025 1.262
H -0.306 -1.926 2.927
H -0.100 -1.093 4.420
H 1.379 -1.419 3.363
H -0.834 0.702 2.986
H 1.013 0.821 2.739
H 0.684 -0.428 0.820
```

- Kohn-Sham gap: 9.28 eV
- Net charge: +1
- HOMO level: -12.74 eV

(6)
Below is a 7-piece molecular cluster, C24H36ClN6O4 overall in a non-equilibrium geometry, with properties calculated with the ωB97M-V functional and the def2-TZVPD basis.

XYZ file:
```
71
C24H36ClN6O4, DFT the ωB97M-V functional and the def2-TZVPD basis
Cl -0.711 -1.162 1.347
O 0.530 -0.791 2.061
O -1.565 -1.929 2.192
O -1.369 0.063 0.906
O -0.340 -1.948 0.147
C 5.296 -0.932 -1.236
C 4.090 -0.774 -0.320
C 4.349 -1.443 1.069
C 4.427 -2.884 0.990
N 4.483 -4.014 0.924
H 5.116 -0.494 -2.221
H 5.537 -1.986 -1.394
H 6.166 -0.404 -0.823
H 3.206 -1.241 -0.759
H 3.886 0.268 -0.123
H 3.492 -1.236 1.734
H 5.239 -1.029 1.542
C 1.923 -5.371 4.779
C 2.252 -5.106 3.280
C 1.199 -4.307 2.543
C -0.162 -4.801 2.677
N -1.227 -5.148 2.795
H 2.847 -5.555 5.340
H 1.295 -6.251 4.918
H 1.435 -4.515 5.255
H 2.436 -6.067 2.777
H 3.206 -4.586 3.173
H 1.461 -4.206 1.488
H 1.170 -3.267 2.908
C -5.720 1.202 0.478
C -5.422 1.033 -1.022
C -4.225 0.173 -1.243
C -4.323 -1.089 -0.507
N -4.402 -2.030 0.134
H -6.174 0.322 0.909
H -6.332 2.094 0.640
H -4.791 1.424 1.029
H -5.266 2.003 -1.494
H -6.300 0.592 -1.515
H -3.324 0.678 -0.852
H -4.019 -0.040 -2.294
N -0.077 -0.882 -2.842
C -0.839 0.238 -3.061
C -0.372 0.839 -4.218
C 0.720 0.026 -4.682
C 0.867 -1.008 -3.799
H -0.155 -1.494 -2.046
H -1.669 0.445 -2.409
H -0.746 1.742 -4.672
H 1.390 0.238 -5.495
H 1.539 -1.847 -3.783
N -1.325 4.655 -0.485
C -2.141 5.577 -1.072
C -3.445 5.220 -0.798
C -3.399 3.999 -0.029
C -2.084 3.678 0.124
H -0.318 4.607 -0.522
H -1.740 6.422 -1.606
H -4.285 5.799 -1.137
H -4.231 3.403 0.301
H -1.636 2.813 0.572
N 0.920 2.036 0.071
C 1.188 2.631 -1.136
C 1.931 3.758 -0.881
C 1.967 3.915 0.552
C 1.320 2.842 1.092
H 0.351 1.216 0.230
H 1.045 2.189 -2.109
H 2.315 4.407 -1.648
H 2.459 4.669 1.142
H 1.078 2.625 2.114
```

- Kohn-Sham gap: 8.74 eV
- Net charge: -1
- HOMO level: -6.11 eV
- ΔE to the lowest compared entry with this formula, charge and spin: 0.0 kJ/mol

Question: The lowest net charge belongs to which entry?
Answer: C27H34HgN3O4SSi

Question: The lowest net charge belongs to which entry?
Answer: C27H34HgN3O4SSi

Question: Which formula does entry 4 have?
Answer: C41H41FeN8O10P2S2